# 1
Computed, not measured: a gas-phase ion, C5H11N (charge -1) in a non-equilibrium geometry, with the ωB97M-V functional and the def2-TZVPD basis.

Cartesian coordinates (Å):
N 1.1416 -0.9087 0.0500
C 2.4168 -1.3816 -0.5875
C 0.9669 0.4862 -0.1318
C -0.5339 0.9056 -0.3656
C -1.3160 0.5035 0.6623
C -2.8479 0.6383 0.5958
H -3.2970 1.4409 1.1934
H 3.1554 -1.2440 0.2379
H 2.6870 -0.7370 -1.5018
H -3.3195 0.8045 -0.4554
H 0.2828 -1.2720 -0.6256
H -0.8864 0.1963 1.7034
H 1.4450 0.7251 -1.1360
H -0.8807 1.1593 -1.3792
H 2.5621 -2.3888 -0.9499
H -3.2655 -0.3607 0.8725
H 1.4102 1.1256 0.6520

Computed properties:
- expectation value of S² = 0.75
- gap between HOMO and LUMO (spin up / spin down) (eV) = 2.68 / 9.10
- multiplicity = 2
- largest force on an atom (eV Å⁻¹) = 5.0
- LUMO level (spin up / spin down) (eV) = 4.15 / 4.09
- calculated total energy (eV) = -6849.5207
- energy relative to the best compared isomer or geometry (same formula, charge and spin) (kJ/mol) = 221.6
- charge = -1

***

# 2
Computed, not measured: 15 unconnected molecules or ions with the total composition C16H62N12O15 in a non-equilibrium geometry, with the ωB97M-V functional and the def2-TZVPD basis.

Cartesian coordinates (Å):
O 2.7565 -1.5469 -4.8083
O -2.2013 -2.5992 -2.5450
O -2.9029 0.4454 -2.7398
O 2.8568 3.7000 2.7642
O 2.0054 -3.1614 -1.5019
O -4.2717 -1.6104 -0.7027
O -0.6758 -2.3990 1.1903
O 0.8123 4.9255 -2.9960
O 4.1492 0.6513 -0.7206
O 3.5681 -1.9112 3.1419
O -2.5336 0.4911 1.4933
O 0.9256 -0.8893 -0.3868
O 1.3315 -0.2354 3.3315
O -3.2757 3.9931 1.7366
O 0.1586 -0.3838 -5.9251
N 1.4816 5.0772 1.3794
N -5.5789 -1.3980 1.2717
N -1.1229 3.0135 1.2377
N -0.2137 5.6465 -1.0049
N 1.6893 2.9818 0.7362
N 0.0119 3.4819 -1.2879
N 4.0106 -2.0582 -2.9270
N -1.1599 5.1072 1.3828
N 4.5991 1.5255 1.4469
N 2.6937 0.6527 1.0708
N 2.7574 -0.2361 -2.8043
N -3.4702 -2.1142 1.5278
C -0.4094 -0.9623 -4.7533
C -3.2891 0.9815 2.5506
C -4.4656 -1.7755 0.6897
C 0.1648 4.6571 -1.8383
C 3.1995 -1.2698 -3.5261
C -1.5467 -4.5149 2.0966
C 2.0547 3.8874 1.6451
C -3.6094 1.3387 -1.9298
C 3.2270 -2.4856 1.9773
C -0.3664 -3.5124 1.9434
C -1.8637 4.0439 1.4899
C -0.2146 -0.1657 -0.8980
C -1.5695 -3.2987 -1.4849
C 2.4204 -4.4765 -1.0490
C 0.1163 0.4533 3.0617
C 3.8168 0.8724 0.6319
H 3.5716 -2.0059 1.0462
H -0.5814 -0.3767 2.9015
H -1.4864 -0.7541 -4.7432
H 0.3163 2.8018 -2.0652
H -2.2333 -4.1208 2.8812
H -4.4129 0.7853 -1.4553
H -2.8597 1.8492 2.9874
H -1.4465 -5.5470 2.4944
H -0.0626 -1.9987 -4.7173
H 3.4832 -3.5453 1.9250
H -0.0440 1.0707 3.9038
H 2.0243 0.0921 0.4884
H 2.3127 0.5399 2.1085
H 0.0747 -1.8647 0.7838
H -1.6233 2.0364 1.3318
H -2.3033 -3.3556 -0.6095
H 0.4920 -4.0263 1.4813
H 0.0255 -0.5288 -3.8806
H -0.6575 -2.7853 -1.1723
H 5.5302 1.8001 1.1086
H -6.2385 -1.0296 0.5567
H -1.3653 -4.3526 -1.6638
H -3.7082 -2.3130 2.4691
H 2.1125 0.4081 -3.2138
H 3.6776 -0.9850 3.0686
H 1.0233 -0.9570 3.8911
H 2.1177 -4.5490 -0.0062
H -0.0457 0.8635 -0.7212
H 0.2304 0.9867 2.1275
H -0.4583 -0.4997 -1.8742
H 1.3346 5.3975 0.4315
H 4.5811 -2.0459 -2.1202
H -5.6647 -0.9743 2.1974
H -0.7122 5.3749 -0.1051
H -4.2277 1.1683 2.1757
H 1.5783 5.7725 2.1151
H -0.6548 3.3179 -0.6083
H 1.9219 -5.2142 -1.5947
H 2.0983 -2.3201 1.8975
H -0.1441 4.9742 1.3958
H 4.3107 -2.7944 -3.6494
H -2.1042 -4.4973 1.0640
H -2.9300 1.7591 -1.1513
H 0.0268 -3.1181 2.8798
H 4.2971 2.2347 2.0947
H -0.3254 6.6035 -1.2439
H -3.5536 -0.0493 -3.2351
H 0.8024 -0.9490 -6.2177
H -2.4688 -2.3569 1.2944
H -3.2510 0.2948 3.3832
H -2.7564 -0.4329 1.4361
H 2.1552 2.0391 0.7591
H 1.0406 -1.5348 -1.1134
H -0.0461 2.9934 1.1881
H -1.0822 -0.4240 -0.2923
H -4.0703 2.2531 -2.4323
H 2.7101 -2.8002 -2.1102
H 3.5742 -4.5280 -1.1295
H 3.2167 0.0728 -1.8736
H -2.9597 -2.1569 -2.1977
H 1.2048 3.2472 -0.1843
H -1.4326 6.1319 1.5469

Computed properties:
- gap between HOMO and LUMO (eV) = 8.77
- largest force on an atom (eV Å⁻¹) = 11.2
- LUMO level (eV) = -0.09
- calculated total energy (eV) = -66184.2060
- energy relative to the best compared isomer or geometry (same formula, charge and spin) (kJ/mol) = 262.9

***

# 3
Computed, not measured: 2 unconnected molecules or ions with the total composition CH4N4 in a non-equilibrium geometry, with the ωB97M-V functional and the def2-TZVPD basis.

Cartesian coordinates (Å):
N 1.5047 -0.0199 0.6877
N -1.3208 -0.9347 -1.6270
N -0.1519 -0.6122 -1.6670
N 0.8651 -0.2527 -1.9045
C 0.4299 0.6449 1.1812
H 0.4977 0.9207 2.2564
H 0.3328 1.5265 0.7059
H -0.5417 0.2445 1.2320
H -1.6158 -1.5172 -0.8647

Computed properties:
- gap between HOMO and LUMO (spin up / spin down) (eV) = 9.24 / 9.00
- largest force on an atom (eV Å⁻¹) = 4.1
- LUMO level (spin up / spin down) (eV) = -0.56 / -0.50
- calculated total energy (eV) = -7055.8704
- energy relative to the best compared isomer or geometry (same formula, charge and spin) (kJ/mol) = 686.5

***

# 4
Computed, not measured: C19H15F3N4 in the gas phase in a non-equilibrium geometry, with the ωB97M-V functional and the def2-TZVPD basis.

Cartesian coordinates (Å):
F 0.3022 4.6174 1.4712
F -0.4100 2.9263 0.1758
F 0.5124 2.5375 2.1002
N 2.1092 -1.2695 1.1440
N 2.7779 -0.1168 1.0424
N -3.6353 -2.2711 0.4545
N 0.9407 0.1254 -0.1270
C -0.6774 -4.5265 -0.0438
C -4.9353 -2.9503 0.2374
C 1.0073 -1.1487 0.4225
C 0.5798 3.3534 1.0371
C -2.1427 -0.6543 0.8309
C 0.2925 -3.5350 0.0647
C -0.0591 -2.1738 0.2941
C -2.0506 -4.1684 0.0543
C 2.5650 2.1024 -0.0353
C -1.4062 -1.8450 0.4940
C 3.5897 4.5290 -0.9413
C -2.3599 -2.8261 0.3073
C 1.8704 3.3015 0.2561
C 2.0810 0.7473 0.3506
C 3.7893 2.1189 -0.7304
C 0.2076 0.4995 -1.3591
C 2.4088 4.5010 -0.2361
C 4.2809 3.3368 -1.2047
C -3.4828 -0.9272 0.7645
H 1.3158 -3.8446 -0.0186
H 5.2284 3.3173 -1.7756
H 0.3435 1.5829 -1.6030
H 0.5515 -0.0505 -2.2296
H -4.9938 -3.8512 0.8842
H -2.8086 -4.9170 -0.0634
H -1.7005 0.2984 1.1403
H 1.9334 5.4909 -0.0443
H 3.9870 5.4463 -1.3669
H -4.2679 -0.1880 1.0178
H -5.7313 -2.2436 0.5291
H -0.8866 0.2823 -1.2682
H -0.3381 -5.5495 -0.2219
H -5.0641 -3.2271 -0.8243
H 4.2758 1.1696 -0.9794

Computed properties:
- structure (SMILES) = Cn1c(-c2ccccc2C(F)(F)F)nnc1-c1cccc2c1ccn2C
- gap between HOMO and LUMO (eV) = 8.30
- largest force on an atom (eV Å⁻¹) = 2.3
- LUMO level (eV) = 0.46
- calculated total energy (eV) = -34059.4646

***

# 5
Computed, not measured: a molecular structure, C18H41HoN2P3S2 in a non-equilibrium geometry, with the ωB97M-V functional and the def2-TZVPD basis.

Cartesian coordinates (Å):
Ho -0.4268 -0.0576 0.2375
S -1.5061 -1.4053 2.2605
S -0.5038 -1.3447 -1.7728
P 1.8217 0.7835 1.6248
P 0.6876 1.7873 -1.7838
P -2.1947 2.0031 0.9719
N -0.4075 -2.2639 4.5019
N -0.5577 0.0214 4.3986
C -0.4030 2.1035 -3.2312
C 1.0360 -4.8775 0.9714
C -1.0102 -3.9925 -5.3388
C -0.8209 -2.4691 -3.0204
C 1.6607 2.5570 2.0712
C -0.0049 -4.2689 -4.4076
C 3.4201 0.7214 0.7472
C -1.9903 -3.0354 -5.0628
C 0.0723 -3.5388 -3.2270
C -1.9229 -2.2870 -3.8842
C -2.0569 3.7335 0.3815
C 1.3289 3.4764 -1.4516
C 2.3616 0.1117 3.2349
C 2.1328 1.0323 -2.6482
C -2.7786 2.3069 2.6845
C 2.1141 -4.2005 1.4173
C -0.7680 -1.1829 3.8053
C -3.8030 1.5024 0.2244
H 2.5832 2.8926 2.5660
H -3.0148 1.3516 3.1736
H 1.9279 1.0024 -3.7274
H 2.2622 3.4247 -0.8735
H -2.6777 -1.5392 -3.6332
H -1.2298 4.2316 0.9090
H -1.8551 3.7498 -0.6992
H 2.0962 -3.6029 2.3363
H 4.1968 1.1865 1.3698
H 3.3763 1.2231 -0.2272
H 1.4760 3.1804 1.1867
H 2.5190 -0.9692 3.1539
H -2.0018 2.8392 3.2513
H -1.1203 -1.7668 -0.4519
H -1.0428 -4.5376 -6.2798
H -2.9991 4.2615 0.5954
H 0.1534 1.9194 -4.1617
H 1.6037 0.2981 4.0035
H -4.0928 0.5249 0.6380
H 0.5866 4.0527 -0.8814
H 1.5270 3.9920 -2.4030
H 0.8354 -3.7334 -2.4758
H -0.5817 -3.1804 4.1014
H -0.4042 0.0599 5.4041
H -2.8093 -2.8596 -5.7591
H -0.7651 3.1413 -3.2300
H 3.6856 -0.3309 0.5763
H 3.0771 -4.2533 0.8926
H 2.2886 0.0044 -2.2955
H -0.9229 0.8648 3.9690
H -1.2596 1.4205 -3.1946
H -3.6853 2.9277 2.6403
H 3.3077 0.5843 3.5311
H 1.0878 -5.4880 0.0661
H 0.7292 -5.0457 -4.5993
H -3.6944 1.4196 -0.8676
H 0.0822 -4.8244 1.5006
H 3.0450 1.6194 -2.4743
H -0.0192 -2.2063 5.4332
H -4.5672 2.2555 0.4704
H 0.8159 2.6935 2.7611

Computed properties:
- expectation value of S² = 6.00
- gap between HOMO and LUMO (spin up / spin down) (eV) = 7.16 / 7.28
- multiplicity = 5
- largest force on an atom (eV Å⁻¹) = 3.2
- LUMO level (spin up / spin down) (eV) = -9.98 / -9.86
- calculated total energy (eV) = -97622.3445
- charge = +3